# 1
ORCA calculation (ωB97M-V/def2-TZVPD) on a single C15H25N3O3S2 molecule.

Structure (XYZ):
```
48
Properties=species:S:1:pos:R:3:forces:R:3
C 5.2727 -4.1796 0.3232 0.002 -0.068 -0.033
C 4.2036 -3.4736 -0.0133 -0.011 0.117 0.004
C 4.2153 -1.9833 -0.1419 0.115 0.002 -0.026
C 2.8933 -4.1387 -0.2855 -0.282 0.029 0.233
S 1.6058 -3.6804 0.9503 0.230 -0.401 0.294
C 0.8303 -2.4184 0.0789 0.053 0.193 -0.705
N 1.1082 -1.9726 -1.1101 0.731 -1.076 0.594
N 0.2051 -1.0091 -1.3743 -1.273 1.110 0.000
C -0.5726 -0.9147 -0.3486 0.431 0.124 -0.377
C -1.7211 0.0215 -0.1849 -0.281 0.058 0.108
C -2.9227 -0.4323 -1.0297 0.076 -0.063 0.266
C -3.4954 -1.7672 -0.5830 0.179 -0.490 -0.198
S -2.4384 -3.1711 -1.1015 -0.285 -0.011 -0.086
C -3.4836 -4.5194 -0.4862 0.240 0.478 -0.109
N -1.3229 1.3558 -0.5683 0.042 -0.034 -0.237
C -1.1176 2.3314 0.3614 -0.128 -0.212 -0.352
O -1.4437 2.2292 1.5186 -0.017 0.061 0.448
O -0.5515 3.3912 -0.2281 0.096 0.074 -0.185
C -0.2879 4.6010 0.5274 0.111 0.502 0.380
C 0.6977 4.3122 1.6590 -0.211 -0.162 -0.181
C -1.5931 5.1814 1.0700 0.113 -0.290 -0.102
C 0.3353 5.5473 -0.4992 -0.191 -0.399 0.152
O -0.2189 -1.7775 0.6331 0.195 0.000 0.175
H 6.2250 -3.7111 0.5021 0.182 0.162 0.024
H 5.2416 -5.2510 0.4251 -0.079 -0.245 0.007
H 3.6592 -1.5355 0.6821 -0.076 0.085 0.014
H 5.2309 -1.5989 -0.1182 0.080 0.047 0.024
H 3.7303 -1.6799 -1.0678 -0.003 0.082 -0.025
H 2.9748 -5.2225 -0.2247 -0.046 0.019 -0.043
H 2.4797 -3.8345 -1.2461 0.056 -0.131 -0.052
H -1.9941 0.0630 0.8760 0.020 -0.021 -0.204
H -3.6953 0.3342 -0.9414 0.052 0.008 -0.026
H -2.6116 -0.4971 -2.0743 -0.041 0.087 -0.056
H -4.4712 -1.9290 -1.0435 -0.027 0.070 0.106
H -3.5949 -1.8083 0.5032 -0.121 0.070 0.025
H -2.9748 -5.4457 -0.7302 -0.013 -0.116 0.014
H -4.4513 -4.4841 -0.9792 -0.094 -0.099 0.018
H -3.5961 -4.4292 0.5908 -0.068 -0.114 0.076
H -0.8950 1.4676 -1.4745 0.047 0.048 0.061
H 0.2533 3.6297 2.3781 0.029 0.014 0.058
H 1.6038 3.8620 1.2589 0.117 -0.007 -0.030
H 0.9570 5.2384 2.1640 0.050 0.127 0.026
H -1.3958 6.1325 1.5564 0.034 0.130 0.022
H -2.0353 4.5001 1.7914 -0.035 0.038 0.047
H -2.2980 5.3395 0.2565 -0.069 0.066 -0.079
H 0.5786 6.4957 -0.0297 0.022 0.101 0.065
H 1.2420 5.1088 -0.9071 0.123 -0.018 -0.041
H -0.3606 5.7220 -1.3153 -0.074 0.057 -0.093
```
Forces are in eV/Å.

## Properties
relative energy (zero: lowest compared OMol25 entry of this formula, charge and spin): 0.134 eV
SMILES: C=C(C)CSc1nnc([C@H](CCSC)NC(=O)OC(C)(C)C)o1
E_LUMO: 0.7 eV
Kohn-Sham gap: 9.25 eV

***

# 2
ORCA calculation (ωB97M-V/def2-TZVPD) on 5 unconnected molecules or ions with the total composition C10H20Br10.

Structure (XYZ):
```
40
Properties=species:S:1:pos:R:3:forces:R:3
Br -0.5742 -1.0352 -7.9110 0.356 -0.077 0.350
C 0.8598 -1.1494 -6.5537 -0.072 0.714 0.160
C 0.2955 -0.5748 -5.2552 -0.495 -0.287 -0.585
Br 1.6298 -0.8086 -3.7491 -1.266 0.210 -1.183
H 1.6648 -0.5286 -6.9468 0.025 -0.323 0.051
H 1.1425 -2.1981 -6.4618 -0.044 0.232 -0.058
H -0.6868 -1.0329 -5.1400 0.396 -0.846 1.111
H -0.0662 0.4491 -5.3501 1.109 0.394 0.140
Br 5.2861 -0.6686 4.2329 -0.302 -0.490 -1.028
C 4.2083 -1.3300 2.6800 -0.904 -0.114 1.010
C 3.1827 -2.3954 3.1662 -0.283 0.673 -0.137
Br 1.8675 -1.6513 4.4720 0.886 -0.432 -0.291
H 4.8315 -1.6762 1.8554 0.286 -0.281 0.472
H 3.6985 -0.4393 2.3127 -0.119 -0.081 0.193
H 3.5929 -3.3173 3.5786 0.247 0.423 0.218
H 2.4875 -2.7033 2.3851 0.381 0.148 -0.333
Br -0.9633 2.2952 -2.9674 -0.469 0.588 -0.366
C -2.4510 3.4932 -3.5105 -0.485 0.062 -0.472
C -2.3811 3.8474 -5.0056 0.086 0.177 1.290
Br -3.7374 5.2292 -5.4145 0.270 -0.620 0.151
H -2.4371 4.4049 -2.9132 0.241 -0.329 0.160
H -3.3605 2.9234 -3.3206 0.148 0.131 0.191
H -2.5948 2.9368 -5.5654 0.312 0.491 -0.442
H -1.4377 4.3673 -5.1718 -0.081 -0.514 -0.547
Br -1.4677 -3.1168 6.6328 -0.785 0.640 0.499
C -2.5235 -1.4478 7.0081 0.893 0.426 -0.905
C -1.8292 -0.4115 6.0785 -0.820 -0.354 0.467
Br -2.7375 1.3445 6.3515 0.580 -0.707 -0.184
H -2.4930 -1.1677 8.0610 0.587 -0.238 -0.095
H -3.5813 -1.5970 6.7918 0.279 -0.237 -0.460
H -1.9041 -0.6757 5.0237 -0.499 0.055 0.163
H -0.7545 -0.3478 6.2488 -0.224 0.393 0.525
Br -0.5857 0.1229 2.6246 0.427 -0.470 -1.452
C 0.2643 -0.7210 0.9965 -0.843 -0.526 -0.226
C 0.4686 0.2000 -0.1862 0.806 1.101 1.208
Br 1.6318 1.6435 0.5237 0.007 0.145 -0.506
H -0.4158 -1.5130 0.6832 -0.236 0.031 0.258
H 1.1948 -1.2225 1.2623 -0.049 0.445 0.420
H -0.4204 0.6959 -0.5761 0.089 -0.271 0.128
H 1.0961 -0.2232 -0.9706 -0.435 -0.282 0.106
```
Forces are in eV/Å.

## Properties
relative energy (zero: lowest compared OMol25 entry of this formula, charge and spin): 1.483 eV
SMILES: BrCCBr.BrCCBr.BrCCBr.BrCCBr.BrCCBr
E_LUMO: 0.0 eV
Kohn-Sham gap: 9.70 eV

***

# 3
ORCA calculation (ωB97M-V/def2-TZVPD) on 7 unconnected molecules or ions with the total composition C20H44FNO10S5.

Structure (XYZ):
```
81
Properties=species:S:1:pos:R:3:forces:R:3
N 15.4160 23.4650 24.3670 10.574 -5.728 1.080
H 15.0850 23.0820 23.5890 -1.073 -1.563 -5.041
H 15.5130 22.6220 24.9900 0.345 1.416 0.126
H 14.8820 24.0660 24.6650 -7.792 7.562 4.625
H 16.3630 24.0330 24.3830 -1.548 -2.278 -0.381
F 17.7780 22.9550 26.0050 -0.432 0.365 -0.434
C 20.1050 23.1550 22.5910 0.464 -3.575 -0.330
C 20.0050 23.4360 21.0990 0.215 3.969 3.652
C 18.6500 23.2200 20.8090 -6.045 0.658 -2.939
S 18.1530 21.7440 21.6170 2.582 -2.063 2.734
O 18.6780 20.5540 20.9420 -1.438 0.914 -1.044
O 16.8770 21.8030 22.2660 -2.077 -0.121 -1.204
C 19.2440 21.8850 22.9910 4.556 -2.079 -2.349
H 19.5220 23.6960 23.2020 -1.386 3.977 1.520
H 21.0940 23.1070 22.9560 1.025 -0.082 0.493
H 20.6580 23.0720 20.4300 2.496 -2.078 -1.840
H 20.1190 24.5230 21.0400 0.422 0.110 -0.239
H 18.3880 23.0720 19.7720 0.398 -0.529 -0.768
H 17.8780 24.0640 20.9470 1.324 -1.213 1.030
H 19.9740 20.9640 23.0460 -1.756 1.431 -0.402
H 18.6840 21.8910 23.8630 -0.903 0.817 1.923
C 16.4490 27.3590 28.9390 0.230 4.049 3.588
C 17.2940 26.2380 29.4610 2.853 -1.079 -0.268
C 17.3440 25.2630 28.3060 0.603 -3.584 0.594
S 15.6970 25.3100 27.5680 -2.055 -1.302 1.606
O 14.8260 24.2780 28.0770 0.660 -0.359 0.697
O 15.5780 25.4840 26.1760 1.029 0.705 -3.263
C 15.0840 26.8000 28.2880 9.357 0.752 -0.796
H 17.1170 28.3000 28.6150 -1.620 -2.529 -1.069
H 16.4310 27.8800 29.9880 -1.837 -0.403 -1.441
H 16.9260 25.6270 30.3720 0.546 1.715 -1.075
H 18.4040 26.7450 29.5530 -2.648 -1.788 0.507
H 17.6520 24.1060 28.5300 -1.078 2.836 -0.723
H 18.0460 25.6150 27.6030 0.597 0.232 -1.273
H 14.5320 26.5470 29.0020 -4.623 -2.314 6.132
H 14.6150 27.4660 27.7460 -2.062 3.007 -3.558
C 15.3840 19.1490 20.6750 -0.950 -5.808 -1.227
C 16.3620 18.4750 21.6490 0.564 -1.384 -2.037
C 16.0240 18.7250 23.0240 -4.083 -4.719 1.026
S 14.2520 19.1590 22.9830 0.959 -5.545 3.199
O 14.1270 20.4750 23.4620 -0.965 2.609 0.548
O 13.6060 18.0050 23.6900 0.143 2.456 -1.505
C 14.0230 19.0470 21.2830 -0.185 -0.317 -0.893
H 15.2190 18.5670 19.6540 1.175 1.207 1.901
H 15.7360 20.0420 20.5050 1.199 5.142 -1.114
H 17.4150 18.6720 21.4170 -0.395 -0.372 -0.113
H 16.0550 17.4680 21.6270 0.655 -1.984 -1.076
H 16.4330 19.4870 23.3750 3.564 7.141 2.966
H 16.1940 17.9560 23.8700 -0.509 0.571 -1.921
H 13.4240 19.8130 20.9100 -1.238 1.550 -0.205
H 13.5320 18.1320 20.9910 0.014 -0.517 0.417
C 14.4830 27.7110 23.2010 -1.506 0.858 2.218
C 15.4640 28.6370 22.5590 0.713 -1.443 -1.525
C 16.5950 27.7560 21.8880 -0.283 4.370 -2.438
S 15.6990 26.2840 21.5320 0.084 -1.274 -4.948
O 16.3210 25.2160 22.2240 0.772 -1.527 1.384
O 15.5350 26.1090 20.0560 0.403 0.710 2.768
C 14.0990 26.6340 22.1950 2.298 1.751 0.836
H 13.6370 28.3380 23.4690 -0.582 -0.029 -0.280
H 14.7730 27.4360 24.2370 0.340 -0.953 -0.895
H 15.9230 29.3440 23.1430 1.182 1.212 2.276
H 14.8920 29.2930 21.9730 -0.586 0.443 -2.034
H 17.3980 27.8560 22.5770 0.567 -1.576 0.927
H 17.1480 28.3130 20.9360 -2.080 -1.806 1.877
H 13.5720 25.7980 22.4920 -0.492 -2.134 1.211
H 13.5650 26.9450 21.3550 -0.874 1.350 -1.297
C 9.3950 22.5580 25.4170 5.262 -1.906 -1.559
C 9.2820 21.7580 24.1520 2.759 4.239 -1.693
C 10.7290 21.5220 23.5630 -2.155 5.835 0.898
S 11.7510 22.9280 24.1870 -0.971 -0.519 0.098
O 12.2100 23.7950 23.1160 -0.032 -0.156 0.229
O 12.6880 22.3860 25.1310 0.270 0.251 0.066
C 10.4220 23.7440 25.1440 1.026 -0.777 2.560
H 9.6820 21.7440 26.1150 0.632 1.235 0.389
H 8.6090 22.9950 25.7780 -5.081 2.123 1.777
H 8.8580 22.3470 23.3290 -1.046 -0.700 0.470
H 9.0870 20.7990 24.2920 -2.673 -3.957 0.501
H 10.4830 21.7070 22.5780 0.811 -0.120 -2.449
H 11.1260 20.6530 23.7810 2.284 -4.201 1.090
H 9.9800 24.5920 24.5540 0.412 -0.832 0.750
H 10.9440 24.0470 26.2170 -1.305 -0.346 -3.043
```
Forces are in eV/Å.

## Properties
relative energy (zero: lowest compared OMol25 entry of this formula, charge and spin): 1.782 eV
E_LUMO: 0.2 eV
Kohn-Sham gap: 7.89 eV

***

Number 1: DFT total energy -1772.93291 a.u., strongest force on any atom 1.7 eV/Å. Number 2: DFT total energy -26133.13493 a.u., strongest force on any atom 1.8 eV/Å. Number 3: DFT total energy -3685.90885 a.u., strongest force on any atom 12.1 eV/Å.